Record 1
The molecule C14H18N2O5 in a non-equilibrium geometry. Source: OMol25; level of theory: ωB97M-V/def2-TZVPD.

```
39
Properties=species:S:1:pos:R:3:forces:R:3
C 2.99644 3.23576 -0.94404 0.2 0.4 0.1
H 3.56088 3.29891 -1.87360 -0.1 0.0 0.0
H 3.61805 3.53838 -0.10009 -0.1 0.0 -0.1
H 2.11219 3.87116 -1.00179 0.1 -0.1 0.0
O 2.57836 1.88506 -0.77731 -0.2 -0.2 -0.3
C 2.86842 1.27951 0.38025 -0.1 -0.2 0.5
O 3.44286 1.80090 1.29492 0.0 0.0 0.0
C 2.33540 -0.15080 0.37350 0.1 -0.2 -0.1
N 0.91188 -0.09796 0.10512 0.1 0.2 -0.2
C -0.01147 -0.57775 0.97060 0.0 0.1 -0.2
O 0.27182 -1.11336 2.02047 0.0 -0.1 0.3
C -1.43264 -0.39532 0.52964 -0.3 -0.1 0.0
C -1.81971 -0.47445 -0.80652 0.1 0.1 0.3
C -3.14851 -0.32521 -1.15198 -0.4 0.1 0.0
C -4.08878 -0.09246 -0.15556 1.3 -0.2 0.3
C -3.72034 -0.02766 1.18290 -0.3 0.0 -0.2
C -2.39143 -0.18764 1.51920 0.2 0.0 -0.2
H -2.07175 -0.15855 2.54934 0.0 0.0 0.1
H -4.47768 0.14142 1.93288 0.0 0.0 0.0
N -5.47600 0.07523 -0.52034 -0.5 0.1 -0.1
O -5.75838 0.00643 -1.69717 -0.1 0.0 -0.3
O -6.27060 0.27756 0.37122 -0.2 0.0 0.2
H -3.47429 -0.38722 -2.17921 0.0 0.0 0.0
H -1.09281 -0.68061 -1.57787 0.1 0.0 -0.1
H 0.63004 0.40213 -0.72306 -0.1 0.0 0.1
H 2.45435 -0.57576 1.37581 0.0 0.2 -0.2
C 3.03447 -1.03372 -0.67405 0.2 -0.1 0.4
H 3.12511 -0.47840 -1.61050 0.0 0.0 -0.1
H 2.37740 -1.88907 -0.85064 0.0 0.1 0.0
C 4.40821 -1.56408 -0.24885 0.0 0.1 -0.3
C 5.45907 -0.45951 -0.18292 -0.1 -0.2 0.2
H 5.22310 0.26321 0.59166 0.1 0.1 0.1
H 6.43369 -0.88574 0.04292 0.1 0.0 0.0
H 5.52822 0.05822 -1.13811 0.0 0.1 -0.1
C 4.85260 -2.64847 -1.23062 -0.1 0.1 0.3
H 5.81647 -3.05461 -0.93498 0.1 -0.1 0.0
H 4.94824 -2.23716 -2.23343 0.0 0.0 -0.2
H 4.13375 -3.46396 -1.25946 -0.1 -0.1 -0.1
H 4.31020 -2.01453 0.74433 0.0 0.0 0.0
```
Forces are in eV/Å.

Computed properties:
- HOMO-LUMO gap (eV) = 9.1
- LUMO (eV) = -0.837
- relative energy (zero: lowest compared OMol25 entry of this formula, charge and spin) (kJ/mol) = 374.8
- highest occupied orbital energy (eV) = -9.98
- 2S+1 = 1

Record 2
C44H32BiF9IN2O2PSe2 as an isolated structure in a non-equilibrium geometry. Source: OMol25; level of theory: ωB97M-V/def2-TZVPD.

```
94
Properties=species:S:1:pos:R:3:forces:R:3
Bi 2.56219 -1.43886 0.93752 1.5 -0.8 -0.2
I -1.44235 -0.45534 0.69298 -0.7 -0.6 -0.3
C -3.16966 -1.73693 0.57026 -1.1 0.3 0.6
C -3.06064 -3.07229 0.85657 2.2 -0.9 0.1
C -4.16563 -3.92499 1.02163 -0.6 -0.6 0.2
C -5.45046 -3.45935 0.81618 2.0 -0.6 1.0
C -5.60416 -2.10156 0.66414 -1.5 1.6 -0.9
C -6.98211 -1.62466 0.61990 -0.3 0.5 -0.1
C -7.23388 -0.27360 0.47459 -1.1 0.8 -0.7
C -6.17613 0.62515 0.15172 0.8 -1.5 0.9
C -4.87671 0.16693 0.17680 0.8 0.2 0.3
P -3.70318 1.41289 -0.45871 -0.9 0.3 -1.2
C -4.33620 3.09976 -0.26392 -0.8 -0.1 0.2
C -4.72849 3.49630 1.02964 1.0 0.0 1.0
C -5.06560 4.80548 1.35352 -0.3 0.1 -0.9
C -5.20135 5.72317 0.29239 1.2 -0.5 -0.4
C -4.92640 5.35311 -1.03896 0.3 -1.9 0.7
C -4.50079 4.01133 -1.31969 -0.7 1.4 -0.1
C -3.65137 1.09345 -2.25041 -0.7 -0.6 -0.2
C -2.49463 0.72738 -2.87574 1.9 0.5 -0.9
C -2.45987 0.32466 -4.21843 0.3 -0.3 0.1
C -3.62733 0.37775 -5.00911 1.1 -0.4 0.0
C -4.80838 0.77317 -4.39637 1.1 -0.2 1.4
C -4.82795 1.02386 -3.03154 -0.6 1.2 1.0
C -4.49749 -1.19889 0.51374 -0.4 0.9 -0.7
H -2.03322 -3.54551 0.95189 -1.4 0.8 0.1
H -4.01164 -4.93288 1.43983 0.1 0.4 -0.7
H -6.31900 -4.06700 0.93535 -0.3 -0.5 0.1
H -7.83149 -2.38696 0.67799 1.4 1.3 0.1
H -8.24135 0.24528 0.46772 1.0 -1.4 0.1
H -6.28893 1.66528 -0.08305 -0.8 0.2 0.0
H -4.61159 2.76135 1.82941 -0.1 0.2 -0.1
H -5.21953 5.15245 2.38392 0.0 -0.4 -0.5
H -5.34262 6.75835 0.52700 -0.5 0.4 0.0
H -5.00989 6.04079 -1.87024 -0.1 0.1 0.2
H -4.43373 3.73895 -2.37600 0.5 -0.1 0.4
H -1.48659 0.92514 -2.46797 -0.7 -0.5 0.4
H -1.43359 -0.04997 -4.47309 -1.4 0.5 -0.7
H -3.64913 0.12308 -6.08059 0.3 0.1 0.7
H -5.70599 0.84613 -4.92866 -1.1 0.1 -0.8
H -5.75514 1.37236 -2.53975 0.3 -0.5 -0.5
Se 3.29184 -0.92534 -1.57989 -0.6 -1.0 1.0
Se 1.72952 1.67111 -1.94230 -0.5 0.2 0.2
C 2.69985 2.95036 -2.94231 2.2 1.8 -2.1
C 4.10715 2.88060 -3.21861 -0.3 -1.4 1.2
C 4.76551 3.90738 -3.86384 -1.1 -0.5 -0.5
C 3.97609 4.97603 -4.31376 1.9 -0.4 0.1
C 2.65389 4.99837 -4.07596 -1.2 -0.4 1.1
N 2.04852 3.98570 -3.44698 -1.4 -0.7 1.2
C 2.45772 -2.67959 -1.84506 1.0 -2.3 -1.1
C 3.01823 -3.51192 -2.85963 -1.5 -0.1 0.9
C 2.48679 -4.78954 -3.07263 -0.4 0.1 -0.7
C 1.30088 -5.15277 -2.41002 0.5 -0.6 0.6
C 0.83943 -4.28762 -1.42195 0.5 -0.8 -0.3
N 1.49906 -3.18640 -1.05208 -0.3 2.1 -0.2
H 4.65024 1.97829 -2.88279 -0.2 0.7 -0.1
H 5.81925 3.81561 -4.11412 -0.2 0.2 0.2
H 4.45324 5.75924 -4.82854 0.4 1.0 -0.5
H 2.01831 5.86089 -4.24202 0.1 -0.1 -0.5
H 3.81832 -3.18210 -3.46134 0.9 0.4 -0.5
H 2.92129 -5.44637 -3.86121 -0.3 0.6 0.9
H 0.83990 -6.17382 -2.45748 0.4 1.3 -0.5
H -0.08449 -4.54885 -0.92042 0.2 0.1 0.5
C 2.43119 2.62629 2.24650 -2.9 0.9 -0.9
C 2.67856 1.22086 2.64449 0.8 2.3 -2.3
O 3.22617 0.50385 1.74894 -0.4 0.0 0.7
C 2.34786 0.82941 3.93412 -1.7 -1.8 2.8
C 2.96632 -0.32286 4.43936 0.3 0.1 0.3
C 2.51797 -0.96825 5.55897 -1.5 -1.4 0.8
C 1.42174 -0.51506 6.30537 1.4 0.6 0.3
C 0.91807 0.72969 5.92519 0.0 -0.1 0.5
C 1.28291 1.35618 4.77122 1.2 1.0 -1.9
H 3.26633 3.28563 2.32869 0.9 0.2 0.1
H 1.61857 3.07654 2.86209 0.8 -0.3 -0.1
H 2.00830 2.73627 1.20423 0.9 -0.5 0.8
H 3.94016 -0.61445 4.12208 0.4 -0.5 -1.0
H 2.88889 -1.95620 5.82223 0.6 0.4 0.1
H 1.22424 -0.98660 7.29275 -0.3 0.3 -1.0
H 0.31708 1.32505 6.56455 -0.9 0.0 0.6
H 0.82637 2.34027 4.53906 0.3 -0.9 0.1
F 5.45629 -3.43570 -0.70117 -0.2 -0.4 0.6
C 5.59937 -3.98449 0.52880 0.3 0.9 0.5
F 6.69050 -4.75819 0.48036 -0.9 0.2 0.4
F 4.49493 -4.69169 0.82148 0.5 -0.2 -0.6
C 5.67046 -2.81086 1.61490 -0.3 -0.1 -0.4
O 4.47061 -2.10508 1.65144 -0.2 -0.6 0.2
C 5.99524 -3.41416 3.09333 0.3 0.1 2.3
F 5.29781 -4.58266 3.39287 1.3 2.1 -1.0
F 5.59200 -2.49792 4.08318 0.4 -1.3 -1.9
F 7.34062 -3.61930 3.35394 -2.5 0.1 -1.0
C 6.76234 -1.76627 1.19135 0.7 0.6 0.9
F 6.86495 -0.83345 2.20188 0.1 -1.1 -1.2
F 7.96801 -2.36220 1.00839 -1.2 0.9 0.0
F 6.40757 -1.07864 0.07988 0.4 -0.8 0.9
```
Forces are in eV/Å.

Computed properties:
- HOMO-LUMO gap (spin up / spin down) (eV) = 6.0 / 4.8
- LUMO (spin up / spin down) (eV) = -6.284 / -7.600
- charge = +2
- relative energy (zero: lowest compared OMol25 entry of this formula, charge and spin) (kJ/mol) = 109.9
- highest occupied orbital energy (spin up / spin down) (eV) = -12.25 / -12.37
- 2S+1 = 1

Record 3
C2H7O4PS2 as an isolated structure in a non-equilibrium geometry. Source: OMol25; level of theory: ωB97M-V/def2-TZVPD.

```
16
Properties=species:S:1:pos:R:3:forces:R:3
C 1.84660 -0.17734 -1.53219 -1.4 3.5 0.5
C -2.10246 -0.62228 1.36170 4.9 -1.4 -2.4
O 1.05005 -0.49974 1.19190 -0.2 -0.1 -0.9
O 2.06227 1.63287 0.41132 -1.1 -1.5 -0.2
O -2.93565 -0.06055 -1.20366 -0.7 0.3 0.0
O -0.63800 -0.80415 -0.83720 0.4 -1.0 -0.3
P -0.79210 1.83372 0.00330 1.2 -0.1 -0.6
S 0.88242 0.36574 0.02652 2.6 2.7 0.8
S -1.77651 0.01741 -0.37146 -0.5 -0.9 1.8
H 2.46581 -0.91731 -1.17503 1.1 -2.1 0.6
H 1.01409 -0.40900 -2.17287 0.4 -0.5 -0.6
H 2.49182 0.70029 -1.84047 -1.1 -0.9 0.4
H -1.66436 -1.64062 1.42563 -0.9 0.2 -0.5
H -1.38979 -0.12043 1.97755 -0.1 1.0 0.5
H -3.06617 -0.54982 1.57073 -4.2 0.4 1.2
H 2.55198 1.25121 1.16424 -0.3 0.2 -0.2
```
Forces are in eV/Å.

Computed properties:
- HOMO-LUMO gap (eV) = 8.0
- LUMO (eV) = -0.650
- relative energy (zero: lowest compared OMol25 entry of this formula, charge and spin) (kJ/mol) = 57.0
- highest occupied orbital energy (eV) = -8.65
- 2S+1 = 1

Record 4
The molecule C2H4N2O in a non-equilibrium geometry. Source: OMol25; level of theory: ωB97M-V/def2-TZVPD.

```
9
Properties=species:S:1:pos:R:3:forces:R:3
C 0.72033 0.97599 -0.85942 -0.1 -0.3 -0.1
C -0.28019 0.09434 -0.26361 -2.4 1.9 0.5
N 1.25218 1.84563 -1.37252 0.8 0.4 -0.3
N -0.11858 -0.02512 1.14184 3.0 0.0 1.1
O -0.48501 -1.15040 -0.90439 0.4 0.6 0.2
H -1.21236 0.86599 -0.34114 1.4 -2.5 -0.4
H 0.87444 -0.27699 1.52191 -2.7 0.4 -1.1
H -0.86282 -0.59693 1.48068 -0.1 -0.4 0.7
H 0.11201 -1.73251 -0.40335 -0.3 -0.1 -0.5
```
Forces are in eV/Å.

Computed properties:
- HOMO-LUMO gap (eV) = 10.9
- LUMO (eV) = 0.494
- relative energy (zero: lowest compared OMol25 entry of this formula, charge and spin) (kJ/mol) = 127.7
- highest occupied orbital energy (eV) = -10.44
- 2S+1 = 1

Record 5
C20H25CrN10O15 as an isolated structure in a non-equilibrium geometry. Source: OMol25; level of theory: ωB97M-V/def2-TZVPD.

```
71
Properties=species:S:1:pos:R:3:forces:R:3
Cr -0.15991 3.06544 0.49725 0.1 1.1 -0.5
N -0.12088 4.30365 -2.47995 -0.9 0.4 -0.1
O 0.29729 5.44202 -2.45035 0.1 0.0 0.0
O -0.75205 3.83428 -3.42651 0.3 -0.1 0.1
O 0.07950 3.52405 -1.46920 0.2 -0.9 0.8
N 0.77094 0.63657 0.76340 -1.8 1.5 -0.1
O -0.25694 1.04825 1.38394 0.3 -0.8 0.3
O 1.11553 -0.51153 0.71523 0.6 -0.2 0.1
O 1.31585 1.59275 0.12432 0.4 -0.1 -0.6
N -1.46321 4.13028 3.30164 0.1 -0.1 0.1
O -1.06087 3.84141 4.42688 0.0 -0.1 -0.1
O -0.81173 3.64636 2.30012 0.8 -0.2 -0.3
O -2.41770 4.84137 3.08855 -0.3 0.3 -0.1
N -3.38816 3.15525 -0.06480 -0.4 0.6 0.7
O -2.15889 2.84720 0.13850 0.4 -0.8 -0.6
O -4.10805 2.39748 -0.71880 0.4 -0.3 -0.1
O -3.82442 4.17488 0.44320 0.2 0.1 -0.2
N 2.36060 4.97758 0.38884 0.0 0.2 -0.4
O 2.05124 6.00359 -0.18143 0.0 -0.1 0.2
O 3.52324 4.64533 0.61208 -0.2 -0.1 0.0
O 1.42729 4.20174 0.85122 -0.3 -0.5 0.8
N -4.18308 0.39467 1.82916 -0.2 0.7 -0.1
C -2.89884 0.31485 2.28984 -0.4 -1.2 0.6
C -2.84536 0.98029 3.48556 0.1 0.3 0.0
C -4.09332 1.63989 3.65872 -0.2 -0.3 0.0
C -4.89460 1.26397 2.61254 -0.1 -0.1 0.2
H -4.57385 -0.05833 1.02695 0.3 0.2 -0.3
H -2.18426 -0.33321 1.81659 0.1 0.1 -0.1
H -2.01699 0.97619 4.17318 0.2 0.3 -0.2
H -4.39502 2.29023 4.46225 0.1 0.1 0.0
H -5.88560 1.58681 2.34245 0.0 -0.1 0.0
N 2.00576 -3.50238 -2.35417 0.4 0.1 -0.2
C 2.26853 -4.83628 -2.19717 -0.7 0.0 0.1
C 2.68694 -5.04273 -0.90453 0.2 -0.2 -0.5
C 2.73813 -3.76491 -0.27910 0.3 0.0 -0.2
C 2.33722 -2.84400 -1.21118 0.1 0.0 0.8
H 1.66710 -3.06603 -3.19246 -0.1 0.0 0.0
H 2.01523 -5.54344 -2.96921 0.1 0.0 0.0
H 2.93298 -6.03401 -0.55768 0.1 0.2 0.4
H 3.08801 -3.47950 0.69857 -0.1 -0.2 0.1
H 2.30479 -1.78302 -1.02769 -0.4 0.0 -0.5
N -0.27825 -4.83886 0.53582 0.0 -0.4 0.6
C -1.02067 -5.77874 1.21343 -0.6 -0.1 -0.8
C -2.12980 -5.14684 1.70376 -0.3 0.4 0.7
C -1.97946 -3.74252 1.48007 0.6 -0.4 -0.2
C -0.82884 -3.61524 0.74653 0.1 0.6 -0.2
H 0.50235 -5.01321 -0.07576 0.2 0.0 0.2
H -0.78133 -6.82745 1.25806 0.1 0.0 -0.3
H -2.98322 -5.62503 2.16205 0.2 0.0 0.3
H -2.50347 -2.90368 1.90507 -0.4 -0.1 -0.2
H -0.34484 -2.72797 0.36923 0.0 0.0 0.1
N -2.90347 -0.64175 -1.92454 -0.1 0.2 -0.2
C -2.44308 0.54655 -2.44182 -0.1 -0.3 0.2
C -1.08771 0.47066 -2.48377 1.1 0.0 -0.2
C -0.69709 -0.80102 -1.98136 -0.8 -0.5 -0.1
C -1.85479 -1.47412 -1.65881 0.4 0.0 -0.2
H -3.87470 -0.87208 -1.84340 0.0 0.0 0.1
H -3.10332 1.36518 -2.63638 -0.1 0.1 0.0
H -0.39926 1.22493 -2.82982 -0.2 0.2 0.1
H 0.27487 -1.25191 -1.88869 0.2 0.3 0.0
H -1.96540 -2.48742 -1.31769 -0.3 0.0 0.1
N 5.23060 -0.18447 -1.55599 0.0 0.0 -0.3
C 4.25364 0.37045 -0.76533 0.0 -0.2 0.3
C 4.58317 1.67120 -0.53698 0.2 0.6 -0.3
C 5.76868 1.94652 -1.28426 -0.1 -0.2 0.4
C 6.13855 0.78200 -1.89980 0.2 0.2 -0.1
H 5.17989 -1.07462 -2.01405 -0.1 -0.1 0.2
H 3.43198 -0.20455 -0.37662 0.0 0.0 0.0
H 4.05955 2.42285 0.03213 -0.2 -0.2 0.1
H 6.29527 2.88550 -1.28283 0.0 0.0 -0.2
H 6.96770 0.56864 -2.55502 0.0 -0.1 0.0
```
Forces are in eV/Å.

Computed properties:
- HOMO-LUMO gap (spin up / spin down) (eV) = 7.0 / 7.1
- LUMO (spin up / spin down) (eV) = 3.633 / 3.758
- charge = -2
- highest occupied orbital energy (spin up / spin down) (eV) = -3.32 / -3.32
- 2S+1 = 4

Record 6
A 2-piece molecular cluster, CH4FOP overall in a non-equilibrium geometry. Source: OMol25; level of theory: ωB97M-V/def2-TZVPD.

```
8
Properties=species:S:1:pos:R:3:forces:R:3
C 0.45537 0.59515 -0.21688 1.5 -2.0 -1.5
O 0.57110 -1.65662 0.29505 -0.1 2.5 -0.3
F -1.93426 -0.29987 -0.33017 -0.3 -0.4 -0.1
P -0.91306 0.21812 0.76910 -1.0 0.7 -0.1
H 1.21567 1.20168 0.27296 0.2 -0.3 0.1
H 0.62555 0.49605 -1.34420 -0.7 -0.1 1.8
H 1.30188 -2.17972 -0.04534 0.2 0.0 -0.2
H -1.32226 1.62519 0.59947 0.2 -0.3 0.3
```
Forces are in eV/Å.

Computed properties:
- HOMO-LUMO gap (spin up / spin down) (eV) = 8.4 / 8.3
- LUMO (spin up / spin down) (eV) = -1.286 / -1.295
- relative energy (zero: lowest compared OMol25 entry of this formula, charge and spin) (kJ/mol) = 442.4
- highest occupied orbital energy (spin up / spin down) (eV) = -9.67 / -9.63
- 2S+1 = 1